Entry 1
A structure of composition C7H9N3O2, computed with wB97M-V/def2-TZVPD.

```
! wB97M-V def2-TZVPD RIJCOSX def2/J DEFGRID3
* xyz 0 1
C -0.032 1.717 0.241
C 2.251 2.202 0.290
C -0.023 0.407 -0.023
C 1.949 -0.019 -0.051
C -2.128 -0.150 -1.275
C -1.364 -1.270 1.006
C -0.983 -0.641 -0.334
N 1.080 2.585 0.323
N 2.731 0.898 0.054
N 2.137 -1.423 0.037
O 2.569 -1.730 1.113
O 1.626 -2.172 -0.799
H -0.909 2.375 0.506
H 3.192 2.900 0.215
H -2.405 -0.736 -2.067
H -1.955 0.941 -1.658
H -3.008 0.071 -0.638
H -0.445 -1.539 1.495
H -1.854 -2.318 0.878
H -1.979 -0.636 1.631
H -0.449 -1.464 -0.944
*
```

HOMO energy	-9.7	eV
LUMO level	-0.85	eV
frontier orbital gap	0.32366	hartree


Entry 2
The molecule C7H9N3O2, computed with wB97M-V/def2-TZVPD.

```
! wB97M-V def2-TZVPD RIJCOSX def2/J DEFGRID3
* xyz 0 1
C 2.458 -0.071 -2.021
C 1.313 -0.774 -0.467
C -1.140 1.289 0.347
C -1.340 -0.072 -0.253
C 0.419 -0.769 0.641
C -2.079 2.446 0.227
C 0.315 -2.052 1.289
N 2.380 -1.333 -2.201
N 1.610 -1.814 -1.213
N -0.160 1.397 1.101
O 1.871 0.356 -0.925
O 0.500 0.326 1.467
H 3.161 0.528 -2.544
H -2.253 -0.483 0.141
H -1.133 -0.013 -1.283
H -3.049 2.065 -0.135
H -1.812 3.409 -0.285
H -2.251 2.730 1.293
H 1.056 -1.966 2.138
H 0.594 -2.950 0.713
H -0.462 -2.251 1.969
*
```

HOMO energy	-9.2	eV
LUMO level	0.38	eV
frontier orbital gap	0.35092	hartree


Decreasing stability: entry 2, entry 1


Entry 1
The ion C8H15N2O with charge +1, computed with wB97M-V/def2-TZVPD.

```
! wB97M-V def2-TZVPD RIJCOSX def2/J DEFGRID3
* xyz 1 1
C 0.651 -0.336 2.851
C 1.296 0.696 1.869
O 2.157 0.089 0.963
C -0.028 1.245 1.125
N -0.733 2.257 1.776
C -0.533 0.648 0.024
C -1.383 1.044 -0.986
C -1.586 0.411 -2.172
C -0.826 -0.748 -2.816
C -0.355 -1.806 -1.879
N 0.912 -2.277 -1.843
H 1.286 -0.528 3.646
H 0.503 -1.239 2.262
H -0.403 -0.091 2.960
H 1.693 1.577 2.434
H 2.837 -0.409 1.552
H -0.252 2.756 2.467
H -1.467 2.754 1.376
H 0.042 -0.271 -0.198
H -1.812 1.956 -0.759
H -2.184 0.800 -3.042
H -1.536 -1.148 -3.576
H -0.102 -0.295 -3.446
H -0.934 -1.953 -1.041
H 1.068 -2.936 -1.103
H 1.689 -2.196 -2.446
*
```

HOMO energy	-10.8	eV
LUMO level	-4.84	eV
frontier orbital gap	0.21807	hartree


Entry 2
The ion C8H15N2O with charge +1, computed with wB97M-V/def2-TZVPD.

```
! wB97M-V def2-TZVPD RIJCOSX def2/J DEFGRID3
* xyz 1 1
C -1.429 -1.810 2.863
C -1.221 -0.732 1.876
N -0.496 0.297 2.132
C -0.175 1.091 1.044
O 1.261 1.082 0.385
C 1.234 0.728 -0.987
C 0.806 1.810 -1.915
C 2.621 0.129 -1.200
C 0.072 -0.304 -1.106
N -1.035 0.190 -0.246
C -1.826 -0.845 0.465
H -2.451 -2.351 2.733
H -1.426 -1.678 3.885
H -0.747 -2.580 2.571
H -0.632 2.160 1.039
H -0.229 1.658 -2.222
H 1.295 1.694 -2.903
H 1.027 2.753 -1.469
H 2.890 -0.276 -2.263
H 2.763 -0.757 -0.512
H 3.395 0.823 -1.093
H -0.071 -0.386 -2.216
H 0.498 -1.242 -0.745
H -1.657 0.870 -0.696
H -1.620 -1.770 0.101
H -2.849 -0.554 0.478
*
```

HOMO energy	-14.4	eV
LUMO level	-3.35	eV
frontier orbital gap	0.40538	hartree


Decreasing stability: entry 2, entry 1


Entry 1
The molecule C6H12OSi, computed with wB97M-V/def2-TZVPD.

```
! wB97M-V def2-TZVPD RIJCOSX def2/J DEFGRID3
* xyz 0 1
C -0.362 1.975 0.843
Si -0.843 0.236 0.340
C -1.705 0.447 -1.313
C -2.229 -0.440 1.438
C 0.636 -0.757 0.220
C 1.693 -1.210 -0.086
C 2.964 -1.673 -0.489
O 3.862 -0.677 -1.010
H -1.179 2.651 1.117
H 0.207 1.858 1.746
H 0.237 2.478 0.040
H -1.033 0.953 -2.044
H -2.094 -0.441 -1.789
H -2.502 1.155 -1.174
H -2.673 -1.269 0.904
H -2.971 0.334 1.560
H -1.942 -0.740 2.444
H 3.512 -2.117 0.330
H 2.907 -2.471 -1.237
H 3.514 -0.291 -1.839
*
```

HOMO energy	-9.9	eV
LUMO level	0.68	eV
frontier orbital gap	0.38849	hartree


Entry 2
A structure of composition C6H12OSi, computed with wB97M-V/def2-TZVPD.

```
! wB97M-V def2-TZVPD RIJCOSX def2/J DEFGRID3
* xyz 0 1
C -1.611 -0.747 -0.047
C -1.994 0.663 -0.420
C -1.126 1.769 0.154
C 0.398 1.431 0.036
C 1.436 -1.160 -1.467
C 1.330 -1.281 1.904
O -2.282 -1.726 0.177
Si 0.782 -0.423 0.237
H -1.630 0.589 -1.578
H -3.092 0.766 -0.394
H -1.451 2.735 -0.284
H -1.313 1.871 1.206
H 0.782 1.819 -0.981
H 0.976 2.122 0.589
H 0.567 -1.676 -1.901
H 1.636 -0.408 -2.184
H 2.287 -1.761 -1.414
H 0.565 -1.156 2.740
H 1.337 -2.312 1.551
H 2.405 -1.116 2.075
*
```

HOMO energy	-7.4	eV
LUMO level	0.70	eV
frontier orbital gap	0.29657	hartree


Decreasing stability: entry 1, entry 2


Entry 1
The molecule C3H8ClNOSi, computed with wB97M-V/def2-TZVPD.

```
! wB97M-V def2-TZVPD RIJCOSX def2/J DEFGRID3
* xyz 0 1
C -2.309 0.765 0.162
C -0.948 0.022 0.112
C -0.810 -1.395 0.582
N 0.006 0.773 -0.257
O 1.461 -0.103 -0.223
Si 2.885 0.600 -0.681
Cl 4.363 -0.616 -0.175
H -2.733 0.873 1.181
H -2.233 1.652 -0.324
H -3.230 0.307 -0.284
H -0.220 -1.891 -0.200
H -0.435 -1.456 1.664
H -1.746 -1.850 0.407
H 2.792 0.584 -2.158
H 3.157 1.736 0.194
*
```

HOMO energy	-10.2	eV
LUMO level	0.70	eV
frontier orbital gap	0.39956	hartree


Entry 2
A cluster of 2 separate species, C3H8ClNOSi in total, computed with wB97M-V/def2-TZVPD.

```
! wB97M-V def2-TZVPD RIJCOSX def2/J DEFGRID3
* xyz 0 1
C -0.031 0.506 0.805
C -0.236 1.095 2.233
C 0.648 1.373 -0.139
N -0.260 -0.709 0.661
O 0.705 -1.349 -0.958
Si -0.422 -2.126 -1.774
Cl 0.589 -2.288 -3.565
H 0.343 0.620 2.898
H -0.064 2.159 2.211
H -1.319 0.887 2.466
H 1.254 0.725 -0.929
H -0.061 1.861 -0.802
H 1.424 2.055 0.381
H -0.891 -3.496 -1.323
H -1.679 -1.313 -2.165
*
```

HOMO energy (alpha / beta)	-10.2 / -10.2	eV
LUMO level (alpha / beta)	-1.32 / -1.34	eV
frontier orbital gap (alpha / beta)	0.32779 / 0.32693	hartree


Decreasing stability: entry 1, entry 2


Entry 1
A structure of composition C7H13N2, computed with wB97M-V/def2-TZVPD.

```
! wB97M-V def2-TZVPD RIJCOSX def2/J DEFGRID3
* xyz 1 1
C -0.315 -0.063 -1.429
C -1.478 0.369 -0.747
C 1.358 -1.256 0.049
C 1.818 -1.006 -1.427
C -0.690 0.254 0.559
C 0.187 1.484 0.852
C -1.750 -0.038 1.666
N -0.049 -1.012 0.259
N 0.791 -0.167 -2.013
H -1.863 1.387 -0.919
H -2.200 -0.502 -0.603
H 1.772 -2.254 0.348
H 1.964 -0.496 0.672
H 2.821 -0.488 -1.294
H 1.770 -1.775 -2.067
H 1.014 1.046 1.462
H -0.519 2.127 1.359
H 0.614 2.134 -0.071
H -2.431 0.785 1.679
H -1.302 -0.119 2.740
H -2.344 -0.970 1.693
H 0.833 0.560 -2.767
*
```

HOMO energy	-13.6	eV
LUMO level	-4.15	eV
frontier orbital gap	0.34702	hartree


Entry 2
The ion C7H13N2 with charge +1, computed with wB97M-V/def2-TZVPD.

```
! wB97M-V def2-TZVPD RIJCOSX def2/J DEFGRID3
* xyz 1 1
C 3.009 0.198 0.159
N 1.742 0.240 0.002
N 1.045 1.367 -0.070
C 0.987 -1.015 -0.178
C -0.551 -0.992 -0.102
C -1.238 -0.210 -1.248
C -2.149 0.762 -0.548
C -2.149 0.612 0.767
C -1.177 -0.455 1.212
H 3.591 1.099 0.273
H 3.521 -0.746 0.174
H 1.522 2.238 0.115
H 0.032 1.336 0.000
H 1.364 -1.716 0.569
H 1.250 -1.404 -1.167
H -0.813 -2.049 -0.193
H -1.829 -0.876 -1.877
H -0.531 0.292 -1.912
H -2.748 1.457 -1.109
H -2.727 1.173 1.480
H -1.712 -1.248 1.736
H -0.440 -0.061 1.917
*
```

HOMO energy	-13.1	eV
LUMO level	-4.22	eV
frontier orbital gap	0.32640	hartree


Decreasing stability: entry 2, entry 1